ORCA calculation (ωB97M-V with the def2-TZVPD basis set) on a structure of composition C16H14IrN3O4 in a non-equilibrium geometry.

```
38
C16H14IrN3O4 ωB97M-V with the def2-TZVPD basis set
Ir 0.12107 -0.09652 -0.19502
O -1.87186 0.03921 -0.72153
C -2.23393 0.89508 -1.63237
C -3.28653 0.55163 -2.50857
C -3.70185 1.43242 -3.47682
C -3.13514 2.70816 -3.61104
C -2.13871 3.08150 -2.74438
C -1.66363 2.19202 -1.76829
C -0.76909 2.64875 -0.74549
N -0.21507 1.86916 0.11709
C 0.38826 2.44103 1.31567
C 0.11817 1.41090 2.40390
N 0.51742 0.14307 1.80321
C 0.91652 -0.82407 2.54690
C 1.63893 -1.95351 2.02412
C 1.93444 -3.04151 2.85807
C 2.75478 -4.05759 2.43215
C 3.32561 -3.96944 1.15639
C 3.08875 -2.89913 0.32796
C 2.22143 -1.85984 0.72448
O 2.03559 -0.85793 -0.09518
H -3.72513 -0.43165 -2.41172
H -4.48923 1.12966 -4.15643
H -3.49027 3.38730 -4.37278
H -1.70771 4.07478 -2.79862
H -0.66825 3.72277 -0.59323
H -0.07203 3.39875 1.55997
H 1.46048 2.57395 1.15714
H -0.93960 1.37866 2.67577
H 0.71777 1.62642 3.28931
H 0.85172 -0.71059 3.62973
H 1.50673 -3.06177 3.85424
H 2.96810 -4.90251 3.07088
H 3.97059 -4.76700 0.80815
H 3.52887 -2.83967 -0.65759
O -0.13827 -2.13519 -0.94190
N -0.00140 -1.77301 -2.12369
O 0.18248 -0.52429 -2.20048
```

The calculation puts the LUMO energy at -0.014 Eh. The HOMO energy is -7.42 eV. The total charge is 0. As for the spin multiplicity: 1. As for the energy relative to the best compared isomer or geometry (same formula, charge and spin): 4.3 kcal per mole. Its total energy is -1187.57828 Eh.